1.
The following is a DFT calculation (wB97M-V/def2-TZVPD) of a molecular structure, C3H9NO3.

Last column: Mulliken charge in e.
Geometry (Å):
H  0.21221  -1.19995  -0.06684  0.44
O  1.10484  -1.67866  0.73917  -0.86
N  -0.28730  -0.73103  -1.02430  -0.23
H  2.00777  -1.68723  0.36523  0.31
H  0.19965  -0.87659  -1.89672  0.30
C  -0.31220  0.78868  -0.85870  -0.42
H  -1.34366  1.08532  -0.68396  0.25
C  0.26517  1.16571  0.57781  0.56
O  -0.34954  2.00786  1.20501  -0.61
O  1.31150  0.50853  0.90168  -0.70
H  1.20053  -0.66662  1.03512  0.57
H  0.27003  1.19380  -1.67689  0.31
C  -1.63990  -1.34958  -1.13492  -0.87
H  -1.62560  -2.23413  -0.50469  0.33
H  -2.43943  -0.66007  -0.85268  0.28
H  -1.94430  -1.61763  -2.13467  0.36

## Properties
Total energy ... -400.125695 Eh
Largest force on an atom ... 3.1 eV Å⁻¹
Lowest unoccupied orbital energy ... 0.26 eV
E_HOMO ... -9.403 eV
Frontier orbital gap ... 9.7 eV
Energy relative to the best compared isomer or geometry (same formula, charge and spin) ... 2.6067 eV

---

2.
The following is a DFT calculation (wB97M-V/def2-TZVPD) of a molecular structure, C35H55ClMnN7O4.

Last column: Mulliken charge in e.
Geometry (Å):
Mn  -0.21509  -2.22200  -0.28101  1.72
C  -3.06505  -2.83554  -2.59439  -0.93
C  -1.76266  -2.35235  -3.19830  -0.81
N  -0.55661  -2.76128  -2.44769  -0.06
C  -0.12863  -4.13837  -2.76906  -0.99
C  -0.54504  -5.12656  -1.69835  -0.69
N  -0.00442  -4.68228  -0.41538  0.15
C  -0.19432  -5.70073  0.64181  -1.06
C  -1.35889  -5.42798  1.57694  -0.27
C  -1.02507  -4.34688  2.59489  -0.99
N  -0.93583  -3.00496  2.01346  0.07
C  -2.10918  -2.16130  2.21948  -0.35
C  -3.13226  -2.37999  1.12180  -1.18
N  -2.46810  -2.51832  -0.19451  0.72
C  -3.40931  -2.17408  -1.27354  -0.79
H  -3.07486  -3.92295  -2.48155  0.21
H  -3.86404  -2.61371  -3.30580  0.53
H  -1.78861  -1.26451  -3.22584  0.34
H  -1.67898  -2.69312  -4.23630  0.50
H  0.19722  -2.15026  -2.75077  0.18
H  0.96233  -4.14107  -2.82661  0.39
H  -0.50111  -4.45168  -3.74985  0.47
H  -0.18092  -6.12665  -1.97189  0.57
H  -1.63270  -5.20738  -1.61806  0.21
H  0.99306  -4.53656  -0.54033  0.21
H  0.72241  -5.74860  1.23392  0.41
H  -0.30752  -6.68575  0.17376  0.42
H  -1.59281  -6.34907  2.11525  0.46
H  -2.26150  -5.18299  1.00988  0.04
H  -0.04541  -4.58662  3.01688  0.43
H  -1.73338  -4.36158  3.43343  0.30
H  -0.15103  -2.50608  2.41077  0.18
H  -1.75002  -1.13247  2.18429  -0.24
H  -2.56682  -2.31187  3.20786  0.59
H  -3.80631  -1.52031  1.07303  0.63
H  -3.76706  -3.25068  1.32200  0.40
H  -2.22103  -3.49956  -0.29869  -0.52
H  -3.41062  -1.08507  -1.39021  0.25
H  -4.42511  -2.46443  -0.98101  0.68
C  2.19325  2.38406  4.36567  -0.56
O  3.25330  2.01424  3.49622  -0.47
C  3.01970  1.07326  2.56662  1.09
C  4.15030  0.74035  1.77810  -1.52
C  4.02016  -0.22077  0.83053  -0.69
C  2.78770  -0.89212  0.57540  0.76
C  2.71548  -1.90617  -0.41759  0.25
C  3.91541  -2.40386  -1.18413  -1.83
O  1.64665  -2.49424  -0.74690  -0.30
C  1.64091  -0.52139  1.35661  -0.79
O  0.47090  -1.02288  1.19938  0.10
C  1.80193  0.46753  2.36183  -0.18
H  2.61070  3.11465  5.05272  0.30
H  1.83242  1.51826  4.92452  0.32
H  1.37182  2.83597  3.80508  0.07
H  5.08444  1.24779  1.95728  0.50
H  4.89095  -0.46483  0.24310  0.25
H  4.86589  -1.95383  -0.93195  0.52
H  3.72487  -2.25433  -2.24743  0.29
H  3.98720  -3.47959  -1.01928  0.33
H  0.92836  0.71591  2.94594  0.41
C  -3.01426  4.47750  1.88708  -1.87
C  -1.57545  4.28912  1.38827  2.12
C  -0.98856  3.08329  2.12705  -1.08
C  -0.76796  5.53019  1.78411  -2.03
C  -1.55619  4.11347  -0.16605  2.45
O  -2.35810  5.15141  -0.74858  -0.72
C  -0.17328  4.25357  -0.83170  -2.91
C  1.02472  3.42623  -0.35525  1.77
C  2.09274  3.22659  -1.40706  -1.14
C  2.91810  2.11044  -1.32219  0.72
C  3.91134  1.87316  -2.25600  -1.02
C  4.08580  2.77099  -3.29683  0.19
Cl  5.32083  2.47384  -4.48400  -0.23
C  3.29083  3.89804  -3.40017  -1.08
C  2.30043  4.11914  -2.45217  -0.26
C  -2.35388  2.86330  -0.63544  -2.55
N  -1.58865  1.68275  -1.01654  1.31
C  -1.36716  0.55658  -0.34572  -0.70
N  -0.59895  -0.25687  -1.05603  1.31
C  -0.36705  0.46125  -2.18423  -1.27
N  -0.96243  1.62656  -2.21101  -0.92
H  -2.98949  4.76536  2.93841  0.48
H  -3.59795  3.55763  1.83045  0.36
H  -3.54544  5.24801  1.33345  0.38
H  -1.12705  3.22501  3.20083  0.93
H  0.07509  2.94211  1.94554  -0.56
H  -1.50235  2.15590  1.87359  0.04
H  -0.78937  5.65211  2.86747  0.52
H  -1.18462  6.44801  1.36454  0.41
H  0.27662  5.46027  1.48257  0.29
H  -1.96655  6.00449  -0.53030  0.59
H  0.08119  5.31371  -0.75149  0.95
H  -0.33555  4.07591  -1.89634  0.59
H  0.72682  2.43863  0.00120  -0.96
H  1.48609  3.90914  0.51272  0.68
H  2.77838  1.41083  -0.50711  0.35
H  4.55075  1.00412  -2.18144  0.47
H  3.44464  4.59290  -4.21295  0.44
H  1.68390  5.00234  -2.54805  0.45
H  -2.91249  3.15742  -1.52154  0.32
H  -3.06680  2.53736  0.11847  0.36
H  -1.74388  0.36296  0.64078  0.31
H  0.26817  0.13287  -2.99031  0.47

## Properties
Total energy ... -3661.962915 Eh
Largest force on an atom ... 1.5 eV Å⁻¹
Lowest unoccupied orbital energy (spin up / spin down) ... -2.03 / -2.12 eV
E_HOMO (spin up / spin down) ... -10.143 / -9.906 eV
Frontier orbital gap (spin up / spin down) ... 8.1 / 7.8 eV
Multiplicity ... 2
Charge ... +1
Energy relative to the best compared isomer or geometry (same formula, charge and spin) ... 0.9516 eV

---

Copy entry 1 word for word.
The following is a DFT calculation (wB97M-V/def2-TZVPD) of a molecular structure, C3H9NO3.

Last column: Mulliken charge in e.
Geometry (Å):
H  0.21221  -1.19995  -0.06684  0.44
O  1.10484  -1.67866  0.73917  -0.86
N  -0.28730  -0.73103  -1.02430  -0.23
H  2.00777  -1.68723  0.36523  0.31
H  0.19965  -0.87659  -1.89672  0.30
C  -0.31220  0.78868  -0.85870  -0.42
H  -1.34366  1.08532  -0.68396  0.25
C  0.26517  1.16571  0.57781  0.56
O  -0.34954  2.00786  1.20501  -0.61
O  1.31150  0.50853  0.90168  -0.70
H  1.20053  -0.66662  1.03512  0.57
H  0.27003  1.19380  -1.67689  0.31
C  -1.63990  -1.34958  -1.13492  -0.87
H  -1.62560  -2.23413  -0.50469  0.33
H  -2.43943  -0.66007  -0.85268  0.28
H  -1.94430  -1.61763  -2.13467  0.36

## Properties
Total energy ... -400.125695 Eh
Largest force on an atom ... 3.1 eV Å⁻¹
Lowest unoccupied orbital energy ... 0.26 eV
E_HOMO ... -9.403 eV
Frontier orbital gap ... 9.7 eV
Energy relative to the best compared isomer or geometry (same formula, charge and spin) ... 2.6067 eV

---

Question: What is the energy relative to the best compared isomer or geometry (same formula, charge and spin) in the first record?
Answer: 2.6067 eV

---

Please write out number 1 again, unchanged.
The following is a DFT calculation (wB97M-V/def2-TZVPD) of a molecular structure, C3H9NO3.

Last column: Mulliken charge in e.
Geometry (Å):
H  0.21221  -1.19995  -0.06684  0.44
O  1.10484  -1.67866  0.73917  -0.86
N  -0.28730  -0.73103  -1.02430  -0.23
H  2.00777  -1.68723  0.36523  0.31
H  0.19965  -0.87659  -1.89672  0.30
C  -0.31220  0.78868  -0.85870  -0.42
H  -1.34366  1.08532  -0.68396  0.25
C  0.26517  1.16571  0.57781  0.56
O  -0.34954  2.00786  1.20501  -0.61
O  1.31150  0.50853  0.90168  -0.70
H  1.20053  -0.66662  1.03512  0.57
H  0.27003  1.19380  -1.67689  0.31
C  -1.63990  -1.34958  -1.13492  -0.87
H  -1.62560  -2.23413  -0.50469  0.33
H  -2.43943  -0.66007  -0.85268  0.28
H  -1.94430  -1.61763  -2.13467  0.36

## Properties
Total energy ... -400.125695 Eh
Largest force on an atom ... 3.1 eV Å⁻¹
Lowest unoccupied orbital energy ... 0.26 eV
E_HOMO ... -9.403 eV
Frontier orbital gap ... 9.7 eV
Energy relative to the best compared isomer or geometry (same formula, charge and spin) ... 2.6067 eV